(1)
{"formula": "C6H15N2", "method": "ωB97M-V/def2-TZVPD", "symbols": ["C", "C", "C", "C", "C", "C", "N", "N", "H", "H", "H", "H", "H", "H", "H", "H", "H", "H", "H", "H", "H", "H", "H"], "xyz": [[-0.684, -0.946, -0.116], [-0.452, 0.324, 0.528], [-2.049, -1.572, 0.077], [0.633, -1.659, -0.421], [-0.472, 1.125, 1.765], [-0.555, 1.197, -1.855], [-0.659, 0.437, -0.728], [2.272, 0.870, 0.419], [-2.593, -1.509, -0.889], [-2.517, -0.906, 0.797], [-1.931, -2.656, 0.346], [1.043, -2.066, 0.552], [1.313, -0.856, -0.599], [0.620, -2.583, -1.039], [-0.503, 0.491, 2.704], [-1.180, 1.963, 1.822], [0.536, 1.602, 1.590], [-1.078, 2.070, -1.765], [0.418, 1.414, -2.046], [-0.873, 0.657, -2.691], [2.727, 1.568, -0.177], [2.737, 0.018, 0.303], [2.516, 1.233, 1.370]], "forces_ev_per_angstrom": [[1.2018, -1.1071, -1.0193], [-2.2097, 1.6946, -0.5244], [0.7780, -0.5082, -1.0217], [-0.3632, -1.9154, 2.1548], [1.7851, 0.0476, 0.3903], [-0.8548, -0.3933, -1.2041], [0.0977, -1.9405, 4.3052], [-0.1212, 2.7710, 1.1913], [0.1468, -0.1545, 0.6029], [-0.6712, -0.6991, 0.2560], [-0.4173, 1.2130, 0.1179], [-0.6019, 0.2694, -0.6238], [0.5421, -0.2022, -1.1867], [-0.1222, 1.1845, -0.2385], [0.1542, 0.7886, -1.2634], [-0.0926, -0.5501, -0.4013], [-0.9262, -0.1967, 1.0860], [-1.4923, 2.3737, 0.1465], [3.1800, 0.7602, -0.3437], [-0.8616, -0.8415, -1.2773], [-0.1396, -0.4752, -0.0855], [1.1698, -1.3732, -0.1048], [-0.1819, -0.7455, -0.9561]], "mulliken_charge": [1.05, 0.43, -1.19, -1.30, -1.16, -1.01, 0.00, -0.80, 0.31, 0.36, 0.36, 0.34, 0.26, 0.39, 0.29, 0.34, 0.33, 0.40, 0.43, 0.38, 0.22, 0.27, 0.31], "homo_energy_ev": -14.56, "total_charge": 1, "homo_lumo_gap_ev": 10.938}

(2)
{"formula": "C3H8O", "method": "ωB97M-V/def2-TZVPD", "symbols": ["C", "C", "C", "O", "H", "H", "H", "H", "H", "H", "H", "H"], "xyz": [[-0.486, -0.813, 0.936], [-0.819, 0.804, -1.401], [0.868, -0.581, 0.200], [-0.896, 1.838, -0.596], [-1.416, -0.626, 0.389], [-0.483, -1.886, 1.127], [-0.605, -0.347, 1.922], [0.164, 0.916, -1.921], [0.895, -1.224, -0.687], [1.261, 0.392, -0.150], [1.653, -0.927, 0.869], [-0.108, 2.406, -0.639]], "forces_ev_per_angstrom": [[0.0733, -0.2074, 0.1343], [-0.0265, 0.6174, -0.4225], [0.1246, -0.2596, 0.1186], [-0.0701, -0.0016, -0.2027], [0.5538, 0.1691, -0.1562], [-0.0962, -0.1152, 0.1386], [0.4101, 0.1936, -0.2801], [-0.1415, -0.1743, -0.1696], [0.0051, 0.0298, 0.1437], [-0.8443, -0.1275, 0.5035], [0.1299, -0.2170, 0.0269], [-0.1182, 0.0927, 0.1655]], "mulliken_charge": [-0.92, -0.36, -0.89, -0.24, 0.40, 0.30, 0.27, 0.18, 0.30, 0.27, 0.33, 0.36], "homo_energy_ev": -8.77, "total_charge": 0, "homo_lumo_gap_ev": 9.339}

(3)
{"formula": "C21H26Br2N3O3PZr", "method": "ωB97M-V/def2-TZVPD", "symbols": ["Zr", "C", "C", "C", "C", "C", "C", "N", "C", "C", "C", "C", "C", "N", "C", "C", "C", "C", "C", "C", "N", "H", "H", "H", "H", "H", "H", "H", "H", "H", "H", "H", "H", "H", "H", "H", "Br", "C", "Br", "H", "H", "C", "O", "P", "O", "C", "O", "C", "H", "H", "H", "H", "H", "H", "H", "H", "H"], "xyz": [[-0.599, 0.623, 0.032], [-2.177, 1.191, -3.044], [-0.708, 0.952, -3.202], [-0.183, 0.793, -4.478], [1.177, 0.644, -4.662], [2.011, 0.718, -3.550], [1.450, 0.893, -2.307], [0.100, 0.953, -2.105], [2.263, 1.095, -1.097], [3.615, 1.370, -1.111], [4.259, 1.641, 0.090], [3.540, 1.624, 1.276], [2.193, 1.320, 1.240], [1.562, 1.061, 0.065], [1.334, 1.213, 2.428], [1.801, 1.389, 3.707], [0.936, 1.182, 4.781], [-0.347, 0.747, 4.524], [-0.773, 0.563, 3.214], [-2.145, 0.024, 2.964], [0.045, 0.839, 2.166], [-2.648, 1.280, -4.020], [-2.356, 2.129, -2.517], [-2.685, 0.377, -2.525], [-0.856, 0.804, -5.325], [1.592, 0.507, -5.653], [3.082, 0.648, -3.671], [4.166, 1.411, -2.039], [5.317, 1.877, 0.098], [4.037, 1.844, 2.209], [2.825, 1.680, 3.891], [1.280, 1.328, 5.798], [-1.030, 0.525, 5.334], [-2.410, -0.682, 3.751], [-2.225, -0.539, 2.028], [-2.897, 0.815, 2.979], [-3.443, 1.297, 0.130], [-3.083, 3.204, 0.148], [-1.153, 3.422, 0.110], [-3.464, 3.626, 1.072], [-3.504, 3.656, -0.744], [-1.722, -4.265, 1.654], [-1.316, -2.836, 1.490], [-0.190, -2.180, 0.667], [0.413, -3.312, -0.207], [1.798, -3.448, -0.691], [-1.197, -1.274, -0.581], [-2.007, -2.007, -1.584], [-2.803, -4.250, 1.728], [-1.266, -4.614, 2.574], [-1.382, -4.837, 0.798], [2.147, -4.417, -0.352], [2.418, -2.653, -0.280], [1.763, -3.410, -1.775], [-1.620, -1.758, -2.567], [-3.047, -1.714, -1.467], [-1.887, -3.069, -1.392]], "forces_ev_per_angstrom": [[0.0422, -0.2701, -0.0791], [0.0161, -0.0120, -0.0001], [0.0021, 0.0009, -0.0271], [-0.0192, 0.0123, 0.0074], [0.0177, 0.0016, 0.0216], [-0.0139, 0.0159, -0.0397], [0.0536, 0.0061, 0.0496], [0.0627, -0.0191, -0.0809], [-0.0350, -0.0013, 0.0609], [-0.0174, 0.0071, -0.0299], [0.0296, 0.0104, 0.0136], [-0.0003, -0.0004, 0.0147], [-0.0678, 0.0106, -0.0050], [-0.0945, 0.0596, -0.0392], [0.0473, -0.0425, -0.0083], [-0.0244, 0.0879, 0.0203], [0.0083, -0.0023, -0.0233], [-0.0143, 0.0184, 0.0086], [0.0233, 0.0159, 0.0206], [-0.0197, -0.0198, -0.0100], [0.0034, -0.0524, 0.2026], [-0.0089, -0.0073, 0.0018], [0.0018, 0.0065, -0.0036], [-0.0077, 0.0105, 0.0123], [0.0017, -0.0024, -0.0015], [-0.0024, 0.0001, -0.0017], [-0.0006, 0.0022, 0.0028], [-0.0002, 0.0012, 0.0008], [-0.0006, -0.0001, 0.0003], [0.0019, -0.0033, -0.0028], [-0.0024, 0.0034, 0.0008], [-0.0033, 0.0004, 0.0012], [-0.0031, -0.0001, -0.0029], [0.0046, 0.0009, 0.0018], [0.0040, 0.0260, -0.0154], [-0.0045, -0.0002, 0.0142], [-0.0622, -0.0416, 0.0520], [-0.0161, 0.0545, 0.0007], [0.1789, 0.1052, -0.0365], [-0.0123, 0.0007, -0.0036], [-0.0116, 0.0014, 0.0033], [0.0347, 0.0077, -0.0395], [-0.0234, 0.0028, 0.0924], [0.0689, 0.0465, -0.1786], [0.0178, 0.0228, 0.0082], [-0.0125, -0.0045, 0.0030], [-0.1137, -0.0409, -0.0280], [0.0140, 0.0222, 0.0592], [-0.0024, -0.0048, 0.0000], [-0.0110, 0.0003, 0.0061], [-0.0029, -0.0022, -0.0004], [-0.0022, -0.0028, -0.0034], [-0.0022, 0.0022, -0.0012], [0.0054, -0.0057, -0.0020], [-0.0070, -0.0129, -0.0071], [-0.0072, -0.0099, -0.0018], [-0.0133, -0.0053, -0.0086]], "mulliken_charge": [0.66, -1.07, 0.93, -0.92, -0.80, -0.94, 1.00, 0.20, 0.64, -1.18, -0.93, -1.17, 0.92, 0.68, 0.55, -1.05, -0.74, -1.01, 1.09, -1.35, 0.64, 0.53, 0.16, 0.13, 0.52, 0.52, 0.47, 0.48, 0.50, 0.51, 0.52, 0.51, 0.57, 0.51, 0.24, 0.29, 0.05, -0.54, 0.16, 0.49, 0.52, -0.64, -0.31, 0.64, -0.39, -0.67, 0.09, -0.84, 0.29, 0.33, 0.34, 0.29, 0.35, 0.28, 0.33, 0.32, 0.34], "homo_energy_ev": -20.63, "total_charge": 4, "homo_lumo_gap_ev": 6.887}

(4)
{"formula": "C3H5NO2S", "method": "ωB97M-V/def2-TZVPD", "symbols": ["C", "C", "C", "N", "O", "O", "S", "H", "H", "H", "H", "H"], "xyz": [[-0.869, -0.504, 0.520], [-2.437, 0.482, 0.695], [0.213, 0.105, 0.071], [1.544, -0.285, -0.095], [-4.797, 0.896, -0.229], [-4.012, -1.483, -0.260], [-3.700, -0.074, -0.293], [-1.076, -1.536, 0.800], [-2.610, 1.505, 0.593], [0.195, 1.168, 0.022], [1.954, -1.136, 0.373], [2.164, 0.532, -0.211]], "forces_ev_per_angstrom": [[-4.2829, 1.6756, 0.5729], [2.9557, -4.8338, -2.4032], [1.4882, 0.3062, 1.1275], [0.3929, -0.7307, 0.3884], [0.7696, -0.9014, -1.0135], [0.4214, 0.2733, -0.9536], [-1.0466, 0.6144, 3.4459], [0.2349, 0.3421, -0.2158], [0.9251, 2.1192, 0.2755], [-0.5815, 0.7700, -0.6143], [-0.8795, 1.6182, -0.8760], [-0.3974, -1.2531, 0.2662]], "mulliken_charge": [-0.51, -0.44, 0.16, -0.48, -0.51, -0.48, 0.83, 0.35, 0.36, 0.26, 0.22, 0.24], "homo_energy_ev": [-8.90, -8.90], "total_charge": 0, "homo_lumo_gap_ev": [7.475, 7.475]}

The following energy relative to the best compared isomer or geometry (same formula, charge and spin) values (in eV) correspond, in order, to the records above: 3.720; 3.761; 0.032; 5.108.